DFT (wB97M-V/def2-TZVPD) results for a structure of composition C5H10N2.

LUMO energy, hartree: 0.028
HOMO energy, eV: -7.4
Kohn-Sham gap, eV: 8.12
Energy relative to the best compared isomer or geometry (same formula, charge and spin), kcal per mole: 93.05

Atoms and positions in Å:
C  0.030  -0.611  2.157
C  -0.202  -1.053  -1.650
C  0.296  -0.358  0.684
N  -0.002  1.537  -1.168
C  0.434  1.163  0.197
C  -0.428  -1.118  -0.278
N  1.514  0.369  0.321
H  -0.714  2.268  -1.210
H  0.808  1.779  -1.734
H  0.001  1.862  0.930
H  -1.305  -1.653  0.081
H  0.187  0.300  2.736
H  -0.982  -0.978  2.350
H  0.742  -1.353  2.527
H  0.826  -0.927  -1.980
H  -0.845  -1.620  -2.313
H  -0.361  0.393  -1.650

Atomic partial charges in e from the Mulliken method, atoms 1 to 2: -1.24, -1.19

***

DFT (wB97M-V/def2-TZVPD) results for an isolated molecule of C5H10N2 in a non-equilibrium geometry.

LUMO energy, hartree: 0.039
HOMO energy, eV: -8.7
Kohn-Sham gap, eV: 9.81
Energy relative to the best compared isomer or geometry (same formula, charge and spin), kcal per mole: 95.59
SMILES: C[C@H]1N[C@H]1[C@H]1CN1

Atoms and positions in Å:
C  1.702  -0.534  1.117
C  1.626  -0.174  -0.362
N  0.706  -0.898  -1.253
C  0.342  0.434  -0.902
C  -0.833  0.965  -0.212
C  -2.164  0.386  -0.334
N  -1.850  0.209  1.047
H  2.005  -1.581  1.267
H  0.726  -0.383  1.589
H  2.431  0.092  1.644
H  2.591  0.042  -0.833
H  0.139  -1.632  -0.831
H  -0.081  1.219  -1.696
H  -0.644  2.005  0.048
H  -2.959  1.093  -0.513
H  -2.215  -0.492  -0.979
H  -1.521  -0.751  1.200

Atomic partial charges in e from the Mulliken method, atoms 1 to 2: -1.19, 0.07

***

DFT (wB97M-V/def2-TZVPD) results for a cluster of 2 separate species, C5H10N2 in total.

LUMO energy, hartree: 0.035
HOMO energy, eV: -8.6
Kohn-Sham gap, eV: 9.61
Energy relative to the best compared isomer or geometry (same formula, charge and spin), kcal per mole: 77.47
SMILES: C=C1N[C@@H]1C.C=N

Atoms and positions in Å:
C  1.864  1.094  -0.013
C  0.657  1.521  -0.800
N  -0.042  0.646  -1.799
C  -0.611  0.905  -0.540
C  -1.590  0.549  0.259
C  -1.224  -2.008  0.474
N  -0.183  -1.983  1.198
H  2.731  0.907  -0.652
H  1.638  0.198  0.576
H  2.121  1.892  0.692
H  0.625  2.555  -1.140
H  0.351  -0.299  -1.829
H  -2.446  0.106  -0.212
H  -1.588  0.741  1.327
H  -2.208  -2.057  0.948
H  -1.250  -2.007  -0.625
H  0.649  -1.912  0.605

Atomic partial charges in e from the Mulliken method, atoms 1 to 2: -1.10, 0.08

***

DFT (wB97M-V/def2-TZVPD) results for a cluster of 3 separate species, C5H10N2 in total.

LUMO energy, hartree: 0.031
HOMO energy, eV: -10.0
Kohn-Sham gap, eV: 10.84
Energy relative to the best compared isomer or geometry (same formula, charge and spin), kcal per mole: 123.96
SMILES: C[C@@H]1C=N1.C1=NC1.[H][H]

Atoms and positions in Å:
C  -2.011  -0.272  -0.137
C  -1.302  -0.361  -1.464
N  -0.162  0.595  -1.787
C  0.114  -0.615  -1.608
C  1.426  -0.899  1.065
C  2.230  0.287  0.883
N  0.972  0.071  1.714
H  -2.728  0.556  -0.152
H  -1.314  -0.116  0.693
H  -2.564  -1.202  0.039
H  -1.952  -0.573  -2.314
H  -0.089  2.185  -0.074
H  0.997  -1.244  -1.615
H  1.155  -1.922  0.839
H  3.136  0.441  1.465
H  2.114  0.875  -0.028
H  -0.033  2.253  0.666

Atomic partial charges in e from the Mulliken method, atoms 1 to 2: -1.10, 0.18

***

DFT (wB97M-V/def2-TZVPD) results for a structure of composition C5H10N2 in a non-equilibrium geometry.

LUMO energy (alpha / beta), hartree: 0.001 / 0.000
HOMO energy (alpha / beta), eV: -7.9 / -7.9
Kohn-Sham gap (alpha / beta), eV: 7.89 / 7.88
Energy relative to the best compared isomer or geometry (same formula, charge and spin), kcal per mole: 161.39

Atoms and positions in Å:
C  -0.152  0.862  -0.287
C  -2.528  0.392  -0.180
C  -1.396  1.104  0.411
C  -0.683  -0.206  0.663
C  3.479  -0.253  0.195
N  -1.754  -0.817  0.070
N  -2.171  -1.998  -0.172
H  -0.074  0.662  -1.285
H  0.836  1.043  0.093
H  -3.517  0.623  0.153
H  -2.533  0.539  -1.196
H  -1.580  1.861  1.082
H  3.504  -1.322  0.501
H  4.057  0.583  0.742
H  2.451  0.132  0.128
H  3.721  -0.305  -0.853
H  -1.660  -2.900  -0.068

Atomic partial charges in e from the Mulliken method, atoms 1 to 2: -0.42, -0.50

***

DFT (wB97M-V/def2-TZVPD) results for an isolated molecule of C5H10N2 in a non-equilibrium geometry.

LUMO energy, hartree: 0.038
HOMO energy, eV: -8.9
Kohn-Sham gap, eV: 9.98
Energy relative to the best compared isomer or geometry (same formula, charge and spin), kcal per mole: 63.40
SMILES: C[C@H]1N[C@H]1[C@H]1CN1

Atoms and positions in Å:
C  -2.193  -0.383  0.067
C  -1.129  -0.339  -0.993
N  -0.105  0.654  -1.042
C  0.371  -0.634  -0.614
C  1.268  -0.463  0.636
C  2.019  0.832  0.767
N  0.956  0.483  1.700
H  -1.727  -0.164  1.028
H  -2.577  -1.413  0.094
H  -3.052  0.278  -0.094
H  -1.541  -0.587  -1.993
H  0.181  0.997  -1.951
H  0.759  -1.422  -1.261
H  1.813  -1.340  0.991
H  3.024  0.878  1.192
H  1.809  1.621  0.046
H  0.124  1.002  1.427

Atomic partial charges in e from the Mulliken method, atoms 1 to 2: -1.09, 0.19

***

DFT (wB97M-V/def2-TZVPD) results for an isolated molecule of C5H10N2 in a non-equilibrium geometry.

LUMO energy (alpha / beta), hartree: 0.027 / 0.019
HOMO energy (alpha / beta), eV: -6.7 / -6.3
Kohn-Sham gap (alpha / beta), eV: 7.47 / 6.87
Energy relative to the best compared isomer or geometry (same formula, charge and spin), kcal per mole: 100.78

Atoms and positions in Å:
C  0.004  -0.122  -2.490
C  -0.172  0.770  -1.298
N  -0.997  0.545  -0.297
C  -0.581  1.119  0.897
C  0.488  0.373  1.629
C  0.300  -1.076  1.953
N  1.331  -0.638  1.009
H  -0.183  0.407  -3.433
H  -0.648  -1.004  -2.457
H  1.039  -0.477  -2.531
H  0.443  1.600  -0.928
H  -1.785  -0.102  -0.408
H  -1.370  1.528  1.516
H  1.032  0.972  2.358
H  0.661  -1.519  2.878
H  -0.600  -1.546  1.550
H  1.037  -0.830  0.052

Atomic partial charges in e from the Mulliken method, atoms 1 to 2: -1.03, -0.12

***

DFT (wB97M-V/def2-TZVPD) results for a structure of composition C5H10N2 in a non-equilibrium geometry.

LUMO energy (alpha / beta), hartree: 0.027 / 0.027
HOMO energy (alpha / beta), eV: -7.1 / -7.1
Kohn-Sham gap (alpha / beta), eV: 7.82 / 7.83
Energy relative to the best compared isomer or geometry (same formula, charge and spin), kcal per mole: 120.22

Atoms and positions in Å:
C  -0.973  -0.343  0.297
C  -1.584  -0.338  -1.056
C  -0.560  0.881  0.823
C  2.062  0.321  -0.565
N  -2.718  0.279  -0.389
C  1.231  -0.181  0.571
N  1.531  -0.907  1.536
H  -3.288  -0.439  0.062
H  -1.063  -1.212  0.937
H  2.507  -1.230  1.554
H  -1.114  0.348  -1.764
H  -1.726  -1.332  -1.493
H  -0.494  1.036  1.894
H  -0.616  1.745  0.172
H  2.020  1.411  -0.610
H  3.110  0.020  -0.456
H  1.675  -0.058  -1.512

Atomic partial charges in e from the Mulliken method, atoms 1 to 2: -0.23, -0.33

***

DFT (wB97M-V/def2-TZVPD) results for the ion C5H10N2 with charge +1 in a non-equilibrium geometry.

LUMO energy (alpha / beta), hartree: -0.284 / -0.283
HOMO energy (alpha / beta), eV: -14.4 / -14.2
Expectation value of S²: 0.75
2S+1: 2
Kohn-Sham gap (alpha / beta), eV: 6.65 / 6.46
Energy relative to the best compared isomer or geometry (same formula, charge and spin), kcal per mole: 58.31
Charge: +1

Atoms and positions in Å:
C  -0.890  0.488  1.543
C  -0.607  0.764  0.040
C  0.365  -0.180  -0.604
C  1.695  -0.493  0.017
C  -0.086  -0.851  -1.749
N  -1.308  -0.601  -2.183
N  0.162  0.939  2.355
H  -1.846  0.843  1.980
H  -1.001  -0.571  1.414
H  -1.581  0.828  -0.416
H  -0.218  1.751  0.114
H  1.588  -0.721  1.088
H  2.043  -1.451  -0.527
H  0.507  -1.558  -2.235
H  -1.695  -1.355  -2.732
H  2.444  0.294  -0.107
H  0.428  1.874  2.002

Atomic partial charges in e from the Mulliken method, atoms 1 to 2: -0.54, -0.53

***

DFT (wB97M-V/def2-TZVPD) results for a structure of composition C5H10N2 in a non-equilibrium geometry.

LUMO energy (alpha / beta), hartree: -0.373 / -0.373
HOMO energy (alpha / beta), eV: -17.5 / -17.5
Kohn-Sham gap (alpha / beta), eV: 7.40 / 7.39
Energy relative to the best compared isomer or geometry (same formula, charge and spin), kcal per mole: 124.83
Charge: +2

Atoms and positions in Å:
C  0.739  2.484  -0.338
C  0.223  -0.949  -0.565
C  -0.836  0.930  0.756
C  -1.351  -1.394  0.602
C  1.423  -1.609  -0.878
N  -0.272  2.153  0.467
N  -0.505  -0.250  0.219
H  0.887  1.659  -1.121
H  1.287  3.444  -0.398
H  -1.576  0.961  1.473
H  -1.525  -1.739  1.656
H  -2.249  -1.286  -0.030
H  -0.916  -2.251  0.088
H  1.470  -2.081  -1.826
H  2.082  -0.830  -1.017
H  1.607  -2.335  -0.118
H  -0.489  3.091  1.029

Atomic partial charges in e from the Mulliken method, atoms 1 to 2: -0.16, 0.45

***

DFT (wB97M-V/def2-TZVPD) results for a cluster of 2 separate species, C5H10N2 in total in a non-equilibrium geometry.

LUMO energy, hartree: -0.417
HOMO energy, eV: -20.9
Kohn-Sham gap, eV: 9.49
Energy relative to the best compared isomer or geometry (same formula, charge and spin), kcal per mole: 104.43
Charge: +2

Atoms and positions in Å:
C  0.230  -0.633  0.151
C  1.754  1.292  1.431
C  0.630  -2.026  0.015
C  -1.601  -1.409  -1.478
C  -0.265  2.189  0.389
N  -0.533  -1.241  -0.619
N  0.702  1.268  0.770
H  2.128  2.230  1.857
H  2.368  0.418  1.635
H  1.454  -2.300  -0.638
H  0.385  -2.737  0.800
H  -1.233  -1.591  -2.500
H  -2.256  -0.534  -1.494
H  -2.172  -2.302  -1.192
H  -1.261  1.892  0.735
H  -0.291  2.314  -0.700
H  -0.039  3.169  0.837

Atomic partial charges in e from the Mulliken method, atoms 1 to 2: 0.33, 0.02

***

DFT (wB97M-V/def2-TZVPD) results for an isolated molecule of C5H10N2O in a non-equilibrium geometry.

LUMO energy, hartree: 0.022
HOMO energy, eV: -9.3
Kohn-Sham gap, eV: 9.88
Energy relative to the best compared isomer or geometry (same formula, charge and spin), kcal per mole: 100.13
SMILES: [H]/N=C/NCC1(O)CC1

Atoms and positions in Å:
C  -0.998  0.424  -0.161
C  -2.419  0.086  -0.188
C  -1.490  -0.274  1.052
C  0.102  -0.402  -0.970
C  2.164  -0.199  0.222
H  0.286  1.760  0.047
H  -2.446  -0.911  -0.761
H  -3.204  0.729  -0.047
H  -1.544  0.179  2.090
H  -1.089  -1.366  1.095
H  0.781  0.609  -1.458
H  -0.290  -1.270  -1.794
H  1.340  -1.858  -0.298
H  2.918  -0.686  0.703
H  3.254  1.208  0.548
N  1.009  -0.973  -0.007
N  2.248  1.167  0.129
O  -0.622  1.777  -0.201

Atomic partial charges in e from the Mulliken method, atoms 1 to 2: 1.11, -0.85

***

DFT (wB97M-V/def2-TZVPD) results for an isolated molecule of C5H10N2O in a non-equilibrium geometry.

LUMO energy, hartree: 0.013
HOMO energy, eV: -8.6
Kohn-Sham gap, eV: 8.91
Energy relative to the best compared isomer or geometry (same formula, charge and spin), kcal per mole: 81.56
SMILES: [H]/N=C/[C@H](CO)NC=C

Atoms and positions in Å:
C  -1.536  -1.074  -0.757
C  -0.935  -0.028  0.182
O  -2.118  -0.498  -1.904
N  -0.079  0.900  -0.522
H  -2.777  0.152  -1.634
H  0.256  0.521  -1.402
H  -0.746  -1.729  -1.133
H  -2.257  -1.685  -0.197
H  -1.717  0.534  0.708
C  0.075  -0.612  1.217
C  1.039  1.239  0.367
C  2.305  1.343  -0.090
N  0.794  -1.624  0.896
H  1.577  -1.811  1.519
H  -0.213  -0.371  2.248
H  0.719  1.872  1.185
H  2.667  0.716  -0.890
H  2.944  2.156  0.209

Atomic partial charges in e from the Mulliken method, atoms 1 to 2: -0.71, 0.16

***

DFT (wB97M-V/def2-TZVPD) results for an isolated molecule of C5H10N2O in a non-equilibrium geometry.

LUMO energy, hartree: 0.023
HOMO energy, eV: -9.0
Kohn-Sham gap, eV: 9.64
Energy relative to the best compared isomer or geometry (same formula, charge and spin), kcal per mole: 71.10
SMILES: C=NCC[C@@H](N)C=O

Atoms and positions in Å:
O  2.165  0.298  2.369
C  1.187  -0.255  2.031
C  0.772  0.214  0.594
C  0.402  -0.986  -0.273
C  -0.159  -0.687  -1.637
C  -2.281  0.440  -2.110
N  -1.541  -0.386  -1.419
N  -0.341  1.213  0.790
H  0.435  -0.768  2.521
H  1.669  0.808  0.165
H  -0.353  -1.595  0.263
H  1.255  -1.628  -0.367
H  -0.068  -1.576  -2.395
H  0.392  0.118  -2.176
H  -1.959  1.188  -2.806
H  -3.408  0.375  -2.104
H  -1.182  0.713  0.770
H  -0.462  1.833  -0.063

Atomic partial charges in e from the Mulliken method, atoms 1 to 2: -0.44, -0.24

***

DFT (wB97M-V/def2-TZVPD) results for an isolated molecule of C5H10N2O in a non-equilibrium geometry.

LUMO energy (alpha / beta), hartree: 0.003 / -0.021
HOMO energy (alpha / beta), eV: -7.9 / -7.0
Kohn-Sham gap (alpha / beta), eV: 7.98 / 6.40
Energy relative to the best compared isomer or geometry (same formula, charge and spin), kcal per mole: 177.59

Atoms and positions in Å:
C  0.162  -0.225  0.367
C  -0.045  -0.650  -0.875
C  3.191  1.683  -0.069
C  -2.856  -0.857  0.695
C  -1.536  -1.071  -1.331
N  1.454  0.309  0.448
N  2.024  0.889  -0.495
O  -2.369  -1.668  -0.370
H  -0.264  -0.535  1.241
H  4.026  1.056  0.289
H  3.687  2.091  -1.050
H  2.854  2.441  0.711
H  -2.182  0.045  0.779
H  -2.590  -1.445  1.610
H  -3.866  -0.466  0.539
H  -2.044  -0.189  -1.754
H  -1.351  -1.901  -2.176
H  1.704  0.495  1.440

Atomic partial charges in e from the Mulliken method, atoms 1 to 2: -0.53, -0.36